# 1
Molecular formula: C36H49HgN5P2Si
Method: DFT, the ωB97M-V functional and the def2-TZVPD basis

Geometry (Å):
Hg  1.616117  -0.421873  2.117915
C  5.322048  -1.165557  -0.441142
C  4.644993  -1.312335  -1.585399
C  4.208845  -2.567193  -2.269240
C  3.835502  -3.845972  -1.472971
C  3.106788  -3.676763  -0.181430
C  3.462097  -2.925159  0.864659
C  4.856107  -2.815689  1.388259
C  5.878745  -2.314797  0.362580
C  -0.430706  0.404196  2.054817
H  5.559481  -0.168017  -0.034026
H  4.554959  -0.436439  -2.228987
H  5.005235  -2.870639  -2.963758
H  3.363287  -2.315348  -2.923187
H  3.191412  -4.465149  -2.125415
H  4.742430  -4.444267  -1.300050
H  2.241090  -4.355217  -0.087633
H  2.708479  -2.435941  1.501595
H  5.183586  -3.798609  1.779166
H  4.827901  -2.099626  2.212713
H  6.769798  -1.959882  0.898400
H  6.200299  -3.137562  -0.293926
H  -0.462278  1.480968  1.876061
H  -0.922706  0.155101  3.031365
H  -1.060988  -0.046446  1.268914
P  -0.595166  -2.231938  0.713084
P  0.235822  0.692779  -0.933363
N  -0.145740  -3.628827  1.751912
N  -2.118050  -2.813475  0.185622
N  1.855379  1.469055  -0.761474
N  -0.197579  1.635678  -2.324642
C  0.418190  -2.213263  -0.816456
C  0.563733  -0.911858  -1.703214
C  -0.015295  -3.384771  3.135841
C  0.544757  -4.504709  3.731083
C  0.775043  -5.475856  2.697357
C  0.328952  -4.920269  1.495426
C  -3.277462  -2.658222  0.968258
C  -4.346735  -3.177512  0.265358
C  -3.846179  -3.672575  -0.985276
C  -2.486821  -3.424215  -1.013779
C  2.237681  1.953128  0.496953
C  3.608128  2.147331  0.500672
C  4.088602  1.786282  -0.783031
C  3.000367  1.381377  -1.538503
C  0.555763  1.938767  -3.461180
C  0.005784  3.050847  -4.085827
C  -1.097560  3.485767  -3.275342
C  -1.203411  2.602874  -2.207657
H  0.052422  -3.016951  -1.476229
H  1.429616  -2.501572  -0.488903
H  1.566377  -0.887650  -2.180345
H  -0.166719  -0.982558  -2.531038
H  -0.336833  -2.430424  3.551574
H  0.780958  -4.616678  4.782873
H  1.221522  -6.452605  2.823396
H  0.290938  -5.342457  0.499604
H  -3.203894  -2.228487  1.956755
H  -5.373400  -3.212619  0.599382
H  -4.415095  -4.147733  -1.770351
H  -1.737617  -3.662136  -1.752278
H  1.474120  2.181029  1.230930
H  4.185266  2.477937  1.352226
H  5.125705  1.757390  -1.094396
H  2.961828  1.033900  -2.569556
H  1.385732  1.321431  -3.745505
H  0.356425  3.505307  -4.992751
H  -1.724146  4.338819  -3.443236
H  -1.878360  2.562169  -1.371852
C  -0.364755  4.595647  0.618738
Si  -2.226591  4.681995  0.701993
C  -2.723466  5.293484  2.381330
C  -2.814116  5.890135  -0.587538
N  -2.867322  3.089870  0.466023
C  -4.075382  2.587945  0.511454
C  -5.185346  3.190283  1.218498
C  -6.409658  2.543805  1.272745
C  -6.604610  1.323945  0.623025
C  -5.567051  0.735122  -0.117763
C  -4.333086  1.364963  -0.218840
H  -0.031016  5.571570  0.993144
H  0.024782  4.455541  -0.395605
H  0.043771  3.802664  1.258704
H  -2.019548  6.101781  2.620645
H  -3.746639  5.686185  2.429919
H  -2.613347  4.506411  3.136876
H  -2.474391  5.653562  -1.607561
H  -3.907622  6.024016  -0.606741
H  -2.363422  6.855247  -0.301141
H  -5.040691  4.161296  1.707698
H  -7.223897  2.996059  1.834766
H  -7.566515  0.817834  0.661634
H  -5.690490  -0.208265  -0.641440
H  -3.505160  0.994613  -0.841966

Atoms 1-6, force components in eV/Å:
-0.45 0.41 -0.07
0.33 -0.07 -0.14
0.89 0.45 0.15
-0.06 -0.56 -0.26
0.85 -0.92 -0.03
-0.70 -0.54 0.08

Summary:
Kohn-Sham gap (spin up / spin down) ... 2.1 / 2.1 eV
Charge ... 0



# 2
Molecular formula: C36H49MoN5P2Si
Method: DFT, the ωB97M-V functional and the def2-TZVPD basis

Geometry (Å):
Mo  0.197883  -0.295018  3.702743
C  -1.028617  1.484082  3.162943
C  -1.341517  0.481482  2.250743
C  -0.819017  0.406982  0.825543
C  0.459883  -0.454518  0.687143
C  1.424883  -0.319218  1.844043
C  1.737183  0.854682  2.521643
C  1.213483  2.234482  2.159243
C  -0.064717  2.628082  2.939043
C  1.569383  -1.496018  4.698943
H  -1.695117  1.608182  4.014443
H  -2.214317  -0.129218  2.469743
H  -0.641017  1.416482  0.444843
H  -1.598117  -0.027118  0.190443
H  0.169283  -1.508918  0.627443
H  0.966383  -0.218318  -0.261257
H  2.092283  -1.167618  1.984243
H  2.610083  0.832382  3.169843
H  1.034183  2.289482  1.081943
H  1.992583  2.972082  2.378443
H  0.226583  3.005682  3.925043
H  -0.572317  3.459282  2.425943
H  1.477683  -1.387418  5.784443
H  2.600783  -1.264818  4.403343
H  1.363783  -2.545018  4.448443
P  1.538483  -1.521818  -4.947157
P  -1.530917  -0.842318  -4.499557
N  2.956883  -0.518518  -4.770957
N  2.099483  -2.813918  -5.956357
N  -1.637817  0.871682  -4.267857
N  -3.179217  -1.292618  -4.859457
C  0.638083  -0.509418  -6.210657
C  -0.850517  -0.880718  -6.222157
C  3.221083  0.125782  -3.562757
C  4.206483  1.059882  -3.775057
C  4.564683  0.993882  -5.156657
C  3.782083  0.028482  -5.747057
C  2.351583  -4.078518  -5.421257
C  2.864883  -4.877018  -6.410857
C  2.938283  -4.088518  -7.600057
C  2.470083  -2.833118  -7.302357
C  -1.571517  1.423482  -2.987057
C  -1.769617  2.776982  -3.083957
C  -1.967917  3.081082  -4.465757
C  -1.886917  1.906582  -5.171257
C  -4.131817  -0.630318  -5.625457
C  -5.160417  -1.506618  -5.883957
C  -4.832417  -2.755818  -5.272657
C  -3.616117  -2.600718  -4.652057
H  1.112883  -0.697818  -7.180557
H  0.743083  0.556382  -5.988657
H  -1.441017  -0.179718  -6.823557
H  -0.971317  -1.877318  -6.656357
H  2.673583  -0.151918  -2.674057
H  4.639583  1.705382  -3.023657
H  5.328583  1.575982  -5.654357
H  3.745483  -0.330518  -6.763557
H  2.131983  -4.273418  -4.381657
H  3.149083  -5.914418  -6.303257
H  3.289183  -4.413018  -8.570157
H  2.357483  -1.962018  -7.929157
H  -1.385517  0.783082  -2.137357
H  -1.764417  3.477782  -2.260957
H  -2.142317  4.058882  -4.893857
H  -1.972017  1.720182  -6.230657
H  -3.995217  0.403382  -5.901057
H  -6.062917  -1.273618  -6.432957
H  -5.432517  -3.654918  -5.273557
H  -3.008017  -3.286718  -4.080657
C  2.564283  1.781582  5.671443
Si  0.951783  1.480082  6.560843
C  1.447683  0.589782  8.136643
C  0.313683  3.197282  6.981643
N  -0.267217  0.479782  5.639943
C  -1.515517  0.076982  6.213443
C  -2.324417  -0.813518  5.493443
C  -3.555717  -1.236318  6.002943
C  -3.996717  -0.773818  7.244543
C  -3.204417  0.107082  7.978443
C  -1.974417  0.530182  7.471443
H  3.239083  2.349282  6.344543
H  2.395383  2.397582  4.771043
H  3.056483  0.822382  5.424043
H  2.195483  1.204982  8.678343
H  0.579683  0.418382  8.800043
H  1.907083  -0.387018  7.885443
H  0.097283  3.763382  6.056143
H  -0.599317  3.171982  7.602143
H  1.104083  3.735682  7.545043
H  -1.999017  -1.190218  4.534043
H  -4.169117  -1.924018  5.435343
H  -4.949817  -1.100218  7.639343
H  -3.542717  0.465982  8.942043
H  -1.407717  1.209082  8.080743

Atoms 1-6, force components in eV/Å:
-0.31 -0.43 1.11
-0.59 0.64 -0.36
0.09 0.04 -0.33
0.11 -0.07 -0.29
-0.36 0.15 -0.08
0.08 -0.12 0.07

Summary:
Kohn-Sham gap (spin up / spin down) ... 6.2 / 2.8 eV
Charge ... +2
2S+1 ... 3
Energy above the lowest of the compared OMol25 structures with the same formula, charge and spin ... 0.00 kcal/mol